[1]
Molecular formula: C4H27O13
Method: DFT, ωB97M-V/def2-TZVPD

```
44
Properties=species:S:1:pos:R:3:forces:R:3:mulliken_charge:R:1
O -2.5400 -0.4220 0.7471 0.2638 1.8988 -1.5865 -0.88
C -1.7286 0.4476 0.2729 2.5032 -1.6955 1.2674 0.84
O -1.9346 1.3071 -0.6035 -0.4536 0.2025 0.1996 -0.95
C -0.1948 0.3806 0.8106 -1.4163 2.4536 0.4149 0.51
C 0.3869 -0.9149 1.3593 -2.2368 -0.0662 0.3547 0.78
C 1.8399 -1.1129 1.0408 1.3994 -2.5241 0.6331 -0.67
O 2.2803 -1.2279 -0.3344 -0.9499 0.1540 0.0281 -0.87
H 0.4451 0.7078 -0.0189 -0.4581 0.1428 0.2244 -0.46
H -0.1784 1.2725 1.5632 0.2652 -1.7586 -1.1865 0.07
H 0.3049 -0.9282 2.4647 0.1516 -0.0048 -0.4602 0.29
H -0.3641 -1.7282 1.0668 1.6213 0.6027 0.0793 -0.81
H 2.5341 -0.4155 1.5610 -0.7711 -0.0506 -0.2654 0.29
H 2.0903 -2.1537 1.4421 -0.1195 1.3271 -0.2411 0.34
H 1.7444 -0.6761 -0.9556 -0.0084 0.2267 0.1481 0.39
H 1.2119 3.3108 1.9387 -0.0057 0.5217 -0.7349 0.42
H 0.7948 2.8452 3.3105 0.9630 -0.8459 -1.2676 0.26
O 1.2836 2.5296 2.4942 -0.7133 -0.2684 2.8850 -0.70
H -1.1158 -3.8552 1.2949 -0.1915 0.6064 0.5994 0.32
H -0.5846 -3.6221 -0.1061 1.6493 1.8046 -1.7222 0.33
O -1.0210 -4.2233 0.4250 -1.6330 -2.6017 1.2165 -0.67
H 0.1658 4.4181 0.3653 0.6812 -0.2037 1.3829 0.46
H 1.5066 4.1678 0.1307 2.4163 -0.9001 -2.1345 0.28
O 1.0429 4.4229 0.8764 -2.5631 1.9628 0.6464 -0.74
H 0.0311 0.2020 -2.1932 -0.7802 -0.1709 -0.2433 0.45
H 1.1987 1.2362 -1.9055 -0.2178 -0.2720 -0.1732 0.30
O 0.9809 0.3398 -2.1986 1.5025 0.5318 0.1085 -0.70
H -1.0194 -1.5753 -1.8639 0.1285 -2.2687 3.3957 0.26
H -2.0123 -0.8165 -2.7002 0.6163 -0.6361 0.3729 0.48
O -1.0712 -1.1264 -2.6426 -0.8902 2.2990 -3.7377 -0.75
H -1.0437 4.0835 -1.4740 -0.6411 0.7503 -1.1287 0.25
H -1.0517 2.8308 -0.7348 -3.0469 -6.1346 0.5657 0.38
O -0.6515 3.6130 -0.7682 3.1782 5.3309 -0.0189 -0.54
H -3.3665 -0.3519 -1.0101 -0.4821 -0.6159 -0.0512 0.36
H -3.0780 0.5655 -2.0723 -0.6219 -0.3060 -0.0888 0.39
O -3.5491 -0.2909 -1.9719 0.3099 0.8844 0.0051 -0.85
H -2.3521 -1.3231 1.8506 0.5979 -1.3548 1.5699 0.45
H -3.1134 -2.5080 2.0562 -1.4424 -1.3664 -0.3471 0.27
O -2.3786 -2.1634 2.5212 0.9652 2.0030 -0.6566 -0.78
H 3.2920 1.4368 -0.1641 -1.3578 1.8634 2.1303 0.30
H 3.4615 0.0360 -0.5625 -0.3061 -1.2853 0.1107 0.44
O 3.7299 0.9183 -0.7730 2.0260 -0.0630 -2.2439 -0.68
H 1.4289 -2.5640 -1.0391 -0.1409 -1.2990 -0.2641 0.49
H 1.5395 -3.6266 -2.1545 -0.1172 -0.0221 -0.0885 0.29
O 1.0555 -3.4457 -1.3450 0.3263 1.1476 0.3022 -0.67
```
Positions in Å, forces in eV/Å.

Its spin multiplicity is 1. The calculation puts the orbital gap at 9.146 eV. As for the calculated total energy: -1146.80209 Eh. As for the HOMO energy: -0.2445 Eh. As for the charge: -1. The value obtained for the relative energy (zero: lowest compared OMol25 entry of this formula, charge and spin) is 325.73 kJ/mol.

=====

[2]
Molecular formula: C27H38Cl2FeOP2
Method: DFT, ωB97M-V/def2-TZVPD

```
71
Properties=species:S:1:pos:R:3:forces:R:3:mulliken_charge:R:1
Fe -0.1283 -0.2590 0.2102 -0.2288 -0.9409 2.6936 -0.58
Cl -0.9606 1.7386 0.2206 -0.3697 1.6044 -0.2401 -0.62
Cl 1.4220 -1.7753 0.1467 1.2791 -0.7618 -0.2816 -0.60
H -1.2445 -0.9828 -0.5709 -0.7243 -0.2786 0.2365 0.17
H 0.4683 0.0876 -1.3379 0.3770 0.6146 -1.5964 0.56
P -0.0587 0.1638 -2.6880 0.5229 -0.8573 1.8910 -0.49
C 0.2287 1.8654 -3.2168 -0.3113 0.6071 -0.6757 0.93
C 1.0777 -0.9893 -3.5106 -0.1599 0.1802 -0.7551 0.62
C -1.8124 -0.2686 -2.9194 -0.4193 0.2211 -0.1910 1.19
C 1.2389 2.6506 -2.3721 0.0551 0.0485 0.2002 -1.26
H -0.7562 2.3515 -3.0921 0.2667 -0.1760 -0.0420 0.42
C 0.6153 1.9002 -4.7063 0.0542 0.1420 -0.2844 -1.70
H 1.6498 1.5602 -4.8495 -0.2081 0.0904 0.0596 0.30
H 0.5484 2.9302 -5.0857 0.0419 -0.2527 0.1380 0.45
H -0.0289 1.2726 -5.3346 0.1819 0.1928 0.1265 0.37
H 0.8179 2.9001 -1.3926 0.1412 -0.1952 -0.1618 0.29
H 1.4661 3.5901 -2.8947 -0.0078 -0.2098 0.0823 0.45
H 2.1779 2.1024 -2.2245 -0.2009 0.1150 -0.0445 0.24
H -2.3378 0.5442 -2.3909 0.3027 -0.1480 -0.1065 0.63
C -2.3327 -1.6025 -2.3573 -0.1116 -0.9756 -0.3453 -1.83
C -2.0970 -0.1658 -4.4270 -0.1115 0.0468 -0.2928 -1.67
H -1.9890 0.8573 -4.7977 -0.1106 -0.1064 0.0198 0.32
H -3.1124 -0.5099 -4.6596 0.1840 0.1315 0.1636 0.46
H -1.4073 -0.8023 -4.9975 -0.1572 0.0412 0.0587 0.37
H -1.6477 -2.1139 -1.6692 -0.4317 0.3506 -0.3684 0.56
H -2.5461 -2.3074 -3.1709 -0.1020 0.2050 -0.2078 0.43
H -3.2707 -1.4283 -1.8140 0.3574 -0.0447 -0.0739 0.33
C 2.5187 -0.7347 -3.0619 0.2481 0.0289 0.1489 -1.45
H 0.9930 -0.7502 -4.5869 0.0910 -0.2197 0.2409 0.59
C 0.6742 -2.4462 -3.2883 -0.0306 -0.3581 0.1479 -1.37
H 2.9097 0.2258 -3.4154 -0.0821 -0.1371 0.0311 0.27
H 3.1422 -1.5339 -3.4780 -0.0074 0.1671 0.0017 0.47
H 2.6229 -0.7856 -1.9694 -0.1319 -0.0020 -0.2419 0.21
H 0.6800 -2.7114 -2.2227 -0.0140 0.1906 -0.2082 0.18
H 1.4174 -3.0857 -3.7791 -0.1296 0.0887 -0.0081 0.49
H -0.3111 -2.6805 -3.7030 0.1718 0.0612 0.0208 0.29
O -0.1207 -1.1687 2.7111 -0.4448 0.5542 -0.4008 -0.91
P -0.0516 -0.2645 3.9211 1.5522 -0.0961 -0.1971 1.18
C 1.5445 0.5884 4.0030 -1.9937 -0.8825 0.3236 0.84
C 2.0209 1.3704 2.9287 0.9129 0.8559 -0.8419 -0.29
C 3.3376 1.8447 2.9422 -0.8558 -0.2435 -0.0807 -0.86
C 4.1827 1.5852 4.0283 0.7209 0.6148 -0.4331 -0.51
C 3.7236 0.8080 5.0911 -1.1190 -0.7813 0.2550 -0.74
C 2.4343 0.2821 5.0542 1.3052 0.1180 0.7538 -0.32
C -1.5961 0.6264 4.0974 -0.0365 -0.0243 -0.7564 0.37
C -2.6580 -0.0120 4.7622 -0.3291 0.1473 0.4204 -0.37
C -3.9011 0.6062 4.8702 0.1860 -0.0203 -0.2867 -0.64
C -4.1638 1.7660 4.1370 -0.0379 -0.0836 -0.0442 -0.43
C -3.1606 2.3097 3.3254 0.5005 0.0075 -0.0078 -0.62
C -1.8615 1.7829 3.3504 -0.6529 0.3433 0.0602 -0.38
C -0.0659 -1.2284 5.4467 0.0279 -0.1420 0.5267 -0.65
C 0.1484 -2.6096 5.3929 -0.0970 0.4651 0.3294 -0.55
C 0.1973 -3.3310 6.5897 0.0455 -0.0990 -0.0046 -0.58
C 0.0275 -2.7017 7.8254 0.0316 0.3029 -0.3636 -0.35
C -0.1968 -1.3199 7.8666 -0.0029 0.2257 -0.3220 -0.70
C -0.2470 -0.5772 6.6812 0.0145 -0.5354 0.1516 0.39
H 1.3807 1.5700 2.0603 0.2740 -0.0726 0.2998 0.18
H 3.7273 2.3956 2.0829 -0.1925 -0.0715 0.1991 0.34
H 5.2094 1.9477 4.0242 -0.1752 -0.0065 -0.0401 0.32
H 4.3806 0.5581 5.9239 -0.1115 0.0036 -0.1622 0.36
H 2.1480 -0.4250 5.8324 0.0747 0.3483 -0.1473 0.20
H -2.5173 -1.0079 5.1843 -0.0224 0.3882 0.0479 0.39
H -4.6786 0.1472 5.4797 0.0738 0.0469 -0.1967 0.35
H -5.1641 2.2020 4.1463 0.2652 -0.0576 0.0151 0.34
H -3.3997 3.1314 2.6427 0.1657 -0.1687 0.3415 0.36
H -1.0741 2.2239 2.7358 -0.3266 -0.0848 0.3131 0.53
H 0.2802 -3.0825 4.4134 -0.0334 0.1709 0.4017 0.37
H 0.3905 -4.4002 6.5453 -0.0637 0.0964 0.0937 0.35
H 0.0836 -3.2729 8.7509 -0.0305 0.0754 -0.2033 0.35
H -0.3298 -0.7942 8.8122 0.0410 -0.2413 -0.1146 0.34
H -0.4203 0.5101 6.7100 0.1090 -0.6169 -0.0648 0.34
```
Positions in Å, forces in eV/Å.

Its spin multiplicity is 6. The calculation puts the orbital gap (alpha / beta) at 2.054 / 6.973 eV. As for the calculated total energy: -3993.65619 Eh. As for the HOMO energy (alpha / beta): 0.0000 / -0.1809 Eh. As for the charge: -1.

=====

[3]
Molecular formula: C4H12N2
Method: DFT, ωB97M-V/def2-TZVPD

```
18
Properties=species:S:1:pos:R:3:forces:R:3:mulliken_charge:R:1
C -1.7816 -0.3520 -1.3485 -0.3321 1.1251 1.8759 -1.27
C -0.4352 -0.5558 -0.6203 0.5023 -0.4967 -0.6140 0.25
N -0.1491 -1.9866 -0.4654 -0.0182 -0.0544 -0.4089 -0.62
C -0.2394 0.2324 0.6726 -0.7208 -0.0232 -0.3126 -0.75
C 1.1907 0.5541 1.0256 0.4231 1.2587 0.2520 -0.51
N 1.6662 1.7579 0.2847 0.3239 -0.1251 0.5254 -0.64
H -2.3436 -1.2767 -1.3484 0.0457 -0.1817 -0.7628 0.38
H -1.6567 0.1988 -2.2793 -0.1192 -0.6655 -0.2935 0.27
H -2.3982 0.3275 -0.7305 0.0748 -0.1291 -0.1805 0.32
H 0.3148 -0.1952 -1.3227 0.2482 0.0872 0.0604 0.28
H -0.5556 -2.3927 0.3647 0.1006 0.0336 0.1039 0.24
H 0.8339 -2.2115 -0.5372 -0.1219 0.0479 0.2446 0.24
H -0.8139 1.1653 0.5790 0.3613 0.0780 0.1051 0.35
H -0.6987 -0.2757 1.5263 -0.0971 -0.2803 -0.1478 0.34
H 1.9611 -0.2013 0.8667 -0.4885 -0.4784 -0.2805 0.36
H 1.1966 0.7370 2.0984 0.1731 0.0602 0.3338 0.30
H 2.6460 1.8814 0.5332 0.0656 -0.1487 -0.3526 0.24
H 1.2627 2.5931 0.7010 -0.4208 -0.1078 -0.1478 0.22
```
Positions in Å, forces in eV/Å.

Its spin multiplicity is 1. The calculation puts the orbital gap at 10.009 eV. As for the calculated total energy: -269.09243 Eh. As for the HOMO energy: -0.3280 Eh. The value obtained for the relative energy (zero: lowest compared OMol25 entry of this formula, charge and spin) is 62.80 kJ/mol. As for the structure (SMILES): C[C@H](N)CCN.

=====

[4]
Molecular formula: C4H12
Method: DFT, ωB97M-V/def2-TZVPD

```
16
Properties=species:S:1:pos:R:3:forces:R:3:mulliken_charge:R:1
C -1.3006 -0.8935 -1.0507 -0.8032 0.3745 -2.7409 -0.77
C -1.6366 -0.0744 -2.3775 0.5520 -1.2800 1.5290 -0.90
H -0.2678 -1.1694 -1.2383 0.2439 -0.0728 1.1458 0.24
H -1.6054 -0.3587 -0.1626 0.6051 0.0464 0.2794 0.26
H -1.9162 -1.7857 -1.1591 0.1095 -0.2126 0.4292 0.30
H -2.6921 0.1650 -2.3168 0.0180 0.5314 -0.5525 0.30
H -1.4145 -0.7656 -3.1899 -0.3770 0.1181 -0.2361 0.27
H -0.9383 0.7487 -2.4925 -0.4211 0.4633 0.0650 0.29
C 0.7588 0.2279 1.7214 -0.1385 -1.0709 0.2730 -0.49
C 2.1785 0.7625 1.7439 0.0795 0.8848 -0.8936 -0.91
H -0.0400 0.9641 1.7617 0.1570 0.2314 -0.0958 0.31
H 0.6187 -0.3858 0.8350 -0.1197 0.1553 -0.1802 -0.03
H 0.5738 -0.4888 2.5283 0.0372 0.2988 0.2162 0.30
H 2.4928 0.9586 0.7120 0.0947 -0.2299 0.0373 0.28
H 2.2688 1.7598 2.1802 -0.0198 -0.2856 0.5442 0.27
H 2.8979 0.0697 2.1706 -0.0177 0.0477 0.1800 0.28
```
Positions in Å, forces in eV/Å.

Its spin multiplicity is 1. The calculation puts the orbital gap at 12.461 eV. As for the calculated total energy: -159.56657 Eh. As for the HOMO energy: -0.4171 Eh. The value obtained for the relative energy (zero: lowest compared OMol25 entry of this formula, charge and spin) is 48.32 kJ/mol. As for the structure (SMILES): CC.CC.

=====

[5]
Molecular formula: C3H4ClFO
Method: DFT, ωB97M-V/def2-TZVPD

```
10
Properties=species:S:1:pos:R:3:forces:R:3:mulliken_charge:R:1
F 1.3583 1.6635 0.8463 -0.8489 -0.3500 -1.1882 -0.25
C 0.1727 1.1322 0.3139 -1.0913 0.3642 1.7021 0.11
Cl -0.5996 2.0423 -0.9852 0.4350 1.7734 0.3687 -0.14
C 0.3854 -0.1730 -0.3517 -1.3075 -1.9059 -0.4626 0.12
C -0.3518 -1.4408 0.0786 -3.2069 7.0309 0.2181 -0.52
O -0.8721 -0.5552 -1.1784 4.0146 -1.9457 3.5287 -0.38
H -0.5056 1.0960 1.1960 0.2295 0.0766 -0.8279 0.22
H 1.4608 -0.0758 -0.7429 -1.7591 -1.1469 -0.2511 0.30
H 0.1079 -2.2932 -0.1264 1.4789 -3.8151 -1.1187 0.32
H -1.1560 -1.3960 0.9498 2.0557 -0.0814 -1.9691 0.21
```
Positions in Å, forces in eV/Å.

Its spin multiplicity is 1. The calculation puts the orbital gap at 11.548 eV. As for the calculated total energy: -751.89730 Eh. As for the HOMO energy: -0.3914 Eh. The value obtained for the relative energy (zero: lowest compared OMol25 entry of this formula, charge and spin) is 245.92 kJ/mol. As for the structure (SMILES): F[C@@H](Cl)[C@H]1CO1.

=====

[6]
Molecular formula: C3H3F2NO
Method: DFT, ωB97M-V/def2-TZVPD

```
10
Properties=species:S:1:pos:R:3:forces:R:3:mulliken_charge:R:1
N -2.0464 0.6916 -0.0012 -1.0613 -1.7965 -0.2548 -0.40
C -1.1192 -0.3173 0.0353 -1.4003 -0.4839 -0.5566 0.25
O -1.3937 -1.5067 -0.0494 0.0749 0.6363 0.1694 -0.61
C 0.2572 0.1482 0.0252 -0.4251 1.6098 0.2071 0.27
F 0.4208 1.4899 -0.0376 0.1019 -0.0638 -0.0497 -0.29
C 1.2813 -0.6432 0.0543 1.7979 -1.2576 0.2129 0.12
F 2.5316 -0.1736 -0.0344 -0.2536 -0.0695 0.0750 -0.24
H -3.0286 0.3514 -0.1555 1.5507 0.9667 0.5628 0.26
H -1.7879 1.6034 0.3194 -0.3268 0.2878 -0.1420 0.25
H 1.2040 -1.7147 0.1993 -0.0582 0.1707 -0.2241 0.39
```
Positions in Å, forces in eV/Å.

Its spin multiplicity is 1. The calculation puts the orbital gap at 11.033 eV. As for the calculated total energy: -445.82750 Eh. As for the HOMO energy: -0.3782 Eh. The value obtained for the relative energy (zero: lowest compared OMol25 entry of this formula, charge and spin) is 0.00 kJ/mol. As for the structure (SMILES): NC(=O)/C(F)=C/F.

=====

[7]
Molecular formula: C4H11NO
Method: DFT, ωB97M-V/def2-TZVPD

```
17
Properties=species:S:1:pos:R:3:forces:R:3:mulliken_charge:R:1
C 2.2351 0.4647 -0.5872 -1.6598 1.5080 1.6779 -0.82
C 2.1576 1.5349 0.2426 1.0279 -1.4021 -2.0404 0.06
O 1.0544 2.3256 0.2994 0.3229 0.2616 0.5359 -0.46
H 2.9433 -0.3040 -0.3482 0.5573 -0.0054 -0.7295 0.27
H 1.3186 0.3269 -1.1572 0.2533 -0.7122 -0.0984 0.30
H 3.0977 1.9057 0.6344 -0.2261 0.0656 0.9965 0.31
H 1.1306 2.7880 1.1449 -0.3034 0.2606 -0.3336 0.35
C -1.0523 -2.4818 -0.0831 -0.2037 -1.4278 0.2712 -1.07
C -2.1722 -1.4635 -0.2080 -0.1621 0.7351 0.9248 -0.27
N -1.7962 -0.0625 0.0787 -0.3031 -0.3512 -0.2927 -0.50
H -0.7606 -2.6959 0.9556 -0.1737 0.6941 0.0254 0.31
H -0.1036 -2.3806 -0.6116 -0.3121 0.5368 -0.4089 0.30
H -1.4692 -3.4612 -0.3532 0.1193 0.1069 -0.3917 0.33
H -2.9103 -1.7476 0.5422 -0.0364 -0.2178 0.2647 0.22
H -2.7963 -1.4723 -1.1018 0.7189 -0.3439 -0.6091 0.29
H -0.8201 0.0509 0.3036 0.0527 -0.0091 0.1394 0.16
H -2.3738 0.2626 0.8395 0.3282 0.3010 0.0684 0.22
```
Positions in Å, forces in eV/Å.

Its spin multiplicity is 1. The calculation puts the orbital gap at 9.655 eV. As for the calculated total energy: -288.92736 Eh. As for the HOMO energy: -0.3258 Eh. The value obtained for the relative energy (zero: lowest compared OMol25 entry of this formula, charge and spin) is 235.38 kJ/mol. As for the structure (SMILES): C=CO.CCN.